DFT (ωB97M-V/def2-TZVPD) results for a 15-piece molecular cluster, H30O15 overall.

Relative energy (zero: lowest compared OMol25 entry of this formula, charge and spin): 2.434 eV
LUMO energy: -0.9314 eV
Strongest force on any atom: 2.46 eV/A
HOMO energy: -9.783 eV
Kohn-Sham gap: 8.85 eV

```
45
Properties=species:S:1:pos:R:3:mulliken_charge:R:1
O 1.9996 -2.3975 -0.1211 -0.7423
H 2.1026 -2.8855 0.6729 0.2121
H 2.8806 -2.3995 -0.4901 0.1838
O -0.1694 2.2955 -2.5281 -0.5540
H -0.5044 2.3595 -1.6211 0.2646
H -0.6464 2.9045 -3.0511 0.2776
O -2.9624 1.2095 -1.4771 -0.6080
H -3.5914 0.8655 -0.8461 0.3145
H -2.4044 1.7825 -0.9511 0.3400
O -1.2634 -0.6125 -2.6691 -0.6795
H -1.7514 0.2215 -2.5031 0.3571
H -0.6234 -0.7735 -1.9901 0.3311
O 2.8326 1.9255 -1.2941 -0.6187
H 3.3696 1.1595 -1.2091 0.2497
H 2.5926 1.8865 -2.2361 0.3152
O 1.3406 -1.4365 2.2949 -0.7840
H 1.3946 -0.7525 2.9559 0.3232
H 1.2236 -0.9755 1.4599 0.2311
O 1.5686 2.0455 2.1439 -0.6689
H 1.5316 2.8515 1.6219 0.3093
H 0.9986 1.4225 1.7429 0.2146
O 0.3856 0.0935 0.2249 1.0909
H -0.5614 0.1765 0.1039 -0.3090
H 0.8156 0.5215 -0.5111 0.0068
O -0.5544 -2.7005 -0.7971 -0.5595
H -1.3834 -2.4225 -0.4331 0.5225
H 0.0546 -2.3825 -0.1731 0.2098
O -1.1724 -2.4275 2.7639 -0.5967
H -0.6704 -1.8195 2.2529 0.3477
H -0.6514 -2.5615 3.5459 0.2686
O -1.2934 2.9095 -0.0261 -0.5927
H -1.7934 3.6525 -0.3521 0.2673
H -1.3654 3.0475 0.9249 0.2517
O -2.4034 0.3095 1.2139 -0.5962
H -1.7534 0.4545 1.8819 0.2249
H -2.9574 1.0655 1.2899 0.2316
O 1.6516 -1.0335 -2.4161 -0.6607
H 0.9346 -1.2975 -3.0261 0.3547
H 1.6476 -1.5905 -1.6531 0.4115
O -3.1094 -2.2855 0.4009 -0.6323
H -2.9734 -1.3985 0.6959 0.1933
H -3.9184 -2.4445 0.8499 0.3397
O 3.7626 0.4255 1.4659 -0.5987
H 2.9536 0.7365 1.1049 0.2268
H 4.4346 0.2735 0.7639 0.3289
```



DFT (ωB97M-V/def2-TZVPD) results for a 8-piece molecular cluster, C16H48N4O8 overall.

Relative energy (zero: lowest compared OMol25 entry of this formula, charge and spin): 1.343 eV
SMILES string: NC(N)=O.NC(N)=O.CC(C)O.CC(C)O.CC(C)O.CC(C)O.CO.CO
LUMO energy: 0.0550 eV
Strongest force on any atom: 9.60 eV/A
HOMO energy: -8.525 eV
Kohn-Sham gap: 8.58 eV

```
76
Properties=species:S:1:pos:R:3:mulliken_charge:R:1
C -0.9221 0.0762 -1.7313 -0.4272
O 0.3259 -0.4385 -1.7893 -0.3748
H -1.4693 -0.4057 -0.9301 0.0434
H -1.5497 0.2026 -2.6832 0.3708
H -0.7455 1.0064 -1.2003 -0.0573
H 0.7967 0.0212 -2.4262 0.0938
C 1.2220 3.4052 -0.7780 -0.2882
O 0.4736 4.5696 -0.8433 -0.5432
H 0.6707 2.6121 -1.2756 0.0556
H 1.1520 3.0867 0.1990 0.0501
H 2.2294 3.5874 -1.1601 0.4022
H 0.8294 5.1185 -0.1418 0.3148
C 1.7423 -2.6887 0.1921 0.2154
O 2.6116 -1.6566 -0.0915 -0.7970
N 2.2622 -3.7375 0.7601 -0.3537
N 0.5896 -2.8920 -0.3046 0.4280
H 3.2253 -3.5172 0.9934 0.3189
H 1.7691 -4.4907 1.2751 0.2225
H 0.2579 -2.0236 -0.8079 -0.5112
H -0.0982 -3.6235 -0.1160 0.3429
C 3.3287 1.0456 -2.4882 0.3983
O 4.0384 2.1460 -2.9075 -0.7825
N 2.9624 0.1479 -3.3222 -0.2574
N 3.1679 0.7954 -1.2124 -0.0888
H 3.2545 0.2559 -4.3344 0.2506
H 2.5048 -0.7105 -3.0942 0.1869
H 3.4809 1.5423 -0.6295 0.1613
H 2.9112 -0.0183 -0.6574 0.1539
C -1.7311 3.1209 1.4673 -0.6769
C -1.2007 4.3843 2.1654 0.5014
C -1.8651 5.6369 1.5977 -1.7857
O -1.4591 4.4577 3.4316 -0.5803
H -1.0957 2.9073 0.5439 0.0674
H -2.7810 3.2969 1.2062 0.5254
H -1.7399 2.2593 2.0650 0.0324
H -0.1212 4.4187 2.1202 0.2340
H -1.2800 6.4982 1.9325 0.4508
H -2.8347 5.9477 1.8626 0.4150
H -1.7795 5.6957 0.5278 0.3852
H -0.9162 5.1195 3.8507 0.4091
C 0.4912 0.4328 1.1910 1.9197
C 0.8319 0.9880 2.5078 0.0812
C 1.8179 0.0682 3.0534 -1.5311
O 1.3981 2.1432 2.5057 -0.5923
H 1.3369 0.6832 0.5437 -0.2829
H -0.4028 0.8748 0.8475 -1.2332
H 0.3697 -0.6303 1.2352 -0.1429
H -0.0513 1.1306 3.0353 0.5031
H 2.7718 0.2134 2.5531 0.3485
H 1.5097 -0.9659 2.9660 0.2537
H 2.0506 0.1872 4.1518 0.4223
H 1.2585 2.4972 3.3692 0.4758
C -0.8090 -3.1640 -3.3082 -0.6503
C 0.3285 -4.1959 -3.1364 0.7572
C 0.7561 -4.8745 -4.4122 -1.4837
O 1.3885 -3.7140 -2.6124 -0.5474
H -1.8073 -3.6990 -3.5455 0.3869
H -0.5942 -2.3697 -3.9528 0.3410
H -0.9750 -2.6872 -2.3492 -0.2821
H -0.0889 -4.8634 -2.3800 0.2003
H 1.4046 -4.3123 -5.0559 0.3521
H -0.1503 -4.9171 -4.9515 0.4284
H 1.1211 -5.8847 -4.1339 0.3022
H 1.1553 -3.5522 -1.6767 0.3606
C -2.4889 -2.5324 1.6548 -0.8039
C -3.3650 -1.4254 2.2222 -0.0942
C -3.1008 -0.1460 1.4769 -0.3213
O -4.5544 -1.7932 2.1583 -0.4899
H -2.5092 -2.6247 0.5544 0.1890
H -2.8308 -3.4412 2.1824 0.3534
H -1.4025 -2.3565 1.9856 0.0749
H -3.1062 -1.1612 3.2164 0.4233
H -3.5513 0.7952 1.8156 0.4629
H -3.4460 -0.1835 0.3863 0.2763
H -2.0881 0.0872 1.5797 -0.4023
H -4.8856 -1.7660 3.0565 0.4384
```